*a*
{"formula": "C3H4N4", "method": "ωB97M-V with the def2-TZVPD basis set", "elements": ["C", "C", "C", "H", "H", "H", "H", "N", "N", "N", "N"], "positions_angstrom": [[-0.65176, -1.58630, -0.02521], [0.23975, 0.70885, -0.94149], [0.81876, 1.69904, -0.34983], [-0.25649, -2.16346, 1.95292], [-1.03036, -1.58595, -1.11532], [-0.00580, 0.71808, -2.12148], [1.17449, 2.59927, -0.74893], [-0.71404, -2.42311, 0.89945], [-0.20877, -0.08355, 0.04498], [0.60774, 1.60999, 1.08557], [0.02648, 0.50713, 1.31934]], "lowdin_charge": [-0.207, -0.171, -0.146, 0.159, 0.131, 0.179, 0.076, 0.069, -0.113, 0.006, 0.017], "spin_multiplicity": 1, "smiles": "[H]/N=C\\n1ccnn1", "orbital_gap_ev": 10.7}

=====

*b*
{"formula": "C3H4N4", "method": "ωB97M-V with the def2-TZVPD basis set", "elements": ["N", "C", "C", "N", "C", "N", "N", "H", "H", "H", "H"], "positions_angstrom": [[1.81214, 0.12239, -0.38778], [0.36409, -0.09174, -0.11430], [-0.16628, 1.13694, 0.32857], [-1.49052, 1.01719, 0.59923], [-2.04095, -0.18535, 0.40542], [-1.47338, -1.31770, -0.02326], [-0.16885, -1.26666, -0.30360], [2.44696, -0.39766, 0.22161], [2.09230, -0.00681, -1.36224], [1.76674, 1.14636, -0.12131], [-3.10396, -0.27146, 0.62227]], "lowdin_charge": [0.179, -0.404, -0.125, 0.021, -0.241, 0.009, 0.046, 0.155, 0.155, 0.111, 0.096], "spin_multiplicity": 1, "orbital_gap_ev": 7.7}

=====

*c*
{"formula": "C3H4N4", "method": "ωB97M-V with the def2-TZVPD basis set", "elements": ["N", "C", "C", "N", "C", "N", "N", "H", "H", "H", "H"], "positions_angstrom": [[-0.07689, 1.66253, 1.28211], [-0.22668, 0.83469, 0.34025], [-0.66776, -0.55218, 0.66233], [0.08888, -1.55251, -0.07352], [0.72878, -1.12282, -1.07770], [0.61988, 0.18882, -1.68597], [0.11825, 1.12151, -1.02764], [-0.46061, -0.62287, 1.73106], [0.25422, 2.57277, 0.96484], [-1.74249, -0.73851, 0.53803], [1.36442, -1.79142, -1.65379]], "lowdin_charge": [0.172, -0.423, -0.169, 0.076, -0.189, 0.047, 0.074, 0.119, 0.060, 0.130, 0.103], "spin_multiplicity": 1, "smiles": "[H]/N=C1/CN=CN=N1", "orbital_gap_ev": 8.2}

=====

Among the structures shown above, *c* is the most stable, with the second-best lying 77.9 kJ/mol higher.